Version 1
DFT (ωB97M-V/def2-TZVPD) results for the ion C2H8N with charge +1.

```
! wB97M-V def2-TZVPD RIJCOSX def2/J DEFGRID3
* xyz 1 1
C -1.1931 0.4012 0.0801
N 0.2055 0.3505 -0.5084
C 1.0686 -0.7439 0.2025
H -1.7264 1.2982 -0.2076
H -1.0321 0.4174 1.1573
H -1.7006 -0.5232 -0.1767
H 0.2473 0.4062 -1.5193
H 0.5658 1.2352 -0.1582
H 1.5115 -0.1688 1.0086
H 0.2969 -1.4073 0.5763
H 1.7566 -1.2656 -0.4547
*
```

The value obtained for the HOMO energy is -18.98 eV. The molecular weight is 46.09 g/mol. The gap between HOMO and LUMO is 15.2 eV. The structure (SMILES) is C[NH2+]C.

---

Version 2
DFT (ωB97M-V/def2-TZVPD) results for the ion C2H8N with charge +1.

```
! wB97M-V def2-TZVPD RIJCOSX def2/J DEFGRID3
* xyz 1 1
C -1.0620 -0.5507 -0.4594
N -0.0243 0.5207 -0.2666
C 1.0804 0.1327 0.6654
H -0.5784 -1.4218 -0.8889
H -1.8342 -0.1641 -1.1177
H -1.4732 -0.7939 0.5153
H 0.3740 0.7698 -1.1736
H -0.4873 1.3621 0.0799
H 0.6488 -0.0763 1.6385
H 1.5805 -0.7409 0.2615
H 1.7757 0.9624 0.7457
*
```

The value obtained for the HOMO energy is -19.05 eV. The molecular weight is 46.09 g/mol. The gap between HOMO and LUMO is 15.3 eV. The structure (SMILES) is C[NH2+]C.

---

Which of them is least stable? Easy: version 1.

---

Version 1
DFT (ωB97M-V/def2-TZVPD) results for the molecule C2H4O2S.

```
! wB97M-V def2-TZVPD RIJCOSX def2/J DEFGRID3
* xyz 0 1
C -0.0495 -0.0850 0.3947
C -0.2174 0.4667 -1.0020
O -0.4793 -0.0756 2.9755
O 0.8711 -1.2705 0.3530
S -0.8103 0.5855 1.7018
H 0.2185 -0.3842 -1.5418
H 0.2590 1.4121 -1.1472
H -1.2036 0.5716 -1.3050
H 1.4115 -1.2206 -0.4291
*
```

The value obtained for the HOMO energy is -9.01 eV. The molecular weight is 92.12 g/mol. The gap between HOMO and LUMO is 9.2 eV.

---

Version 2
DFT (ωB97M-V/def2-TZVPD) results for the molecule C2H4O2S.

```
! wB97M-V def2-TZVPD RIJCOSX def2/J DEFGRID3
* xyz 0 1
O -1.0470 1.8638 -0.1134
C -0.7780 0.7090 -0.0280
S -1.9530 -0.7011 0.0242
C 0.6260 0.3071 0.2370
O 0.8713 -0.9785 -0.0942
H -1.0623 -1.7584 0.0776
H 1.0544 1.1802 -0.3138
H 0.9826 0.3600 1.2071
H 1.3060 -0.9822 -0.9965
*
```

The value obtained for the HOMO energy is -9.86 eV. The molecular weight is 92.12 g/mol. The gap between HOMO and LUMO is 10.3 eV. The structure (SMILES) is O=C(S)CO.

---

Which of them is least stable? Easy: version 1.

---

Version 1
DFT (ωB97M-V/def2-TZVPD) results for a cluster of 2 separate species, C2H4O2S in total.

```
! wB97M-V def2-TZVPD RIJCOSX def2/J DEFGRID3
* xyz 0 1
C 0.3616 -0.2281 -0.4395
C -0.4267 -1.2163 -0.2029
O 2.9372 0.0579 -0.7225
O -1.2915 1.6624 1.0853
S 1.5588 0.4827 -1.1679
H -1.0934 1.1551 0.4262
H -0.3593 -2.1192 -0.9112
H -1.2917 -1.4079 0.4731
H -0.3951 1.6133 1.4595
*
```

The value obtained for the HOMO energy is -9.97 eV. The molecular weight is 92.12 g/mol. The gap between HOMO and LUMO is 9.1 eV.

---

Version 2
DFT (ωB97M-V/def2-TZVPD) results for the molecule C2H4O2S.

```
! wB97M-V def2-TZVPD RIJCOSX def2/J DEFGRID3
* xyz 0 1
C 1.3546 0.2516 -0.1926
C -0.9614 -0.4644 0.7070
O -0.8147 1.5449 -0.9845
O -0.4741 -0.8275 -1.7343
S -0.3475 0.1930 -0.7163
H 1.8473 1.2117 -0.1629
H 1.6583 -0.4068 0.5724
H -0.9289 -1.4586 0.9494
H -1.3336 -0.0439 1.5617
*
```

The value obtained for the HOMO energy (spin up / spin down) is -10.33 / -10.58 eV. The molecular weight is 92.12 g/mol. The gap between HOMO and LUMO (spin up / spin down) is 8.6 / 9.1 eV.

---

Version 3
DFT (ωB97M-V/def2-TZVPD) results for the molecule C2H4O2S.

```
! wB97M-V def2-TZVPD RIJCOSX def2/J DEFGRID3
* xyz 0 1
C 0.9277 1.8554 -0.0161
C -0.3236 -1.6853 -0.1631
O -1.5396 0.7497 0.3805
O 1.9720 2.0868 0.4875
S -0.2631 0.1277 0.5844
H 0.3784 2.6560 -0.4640
H -0.5595 -2.3305 0.7336
H 0.6577 -1.9474 -0.6965
H -1.2500 -1.5125 -0.8464
*
```

The value obtained for the HOMO energy is -8.35 eV. The molecular weight is 92.12 g/mol. The gap between HOMO and LUMO is 8.4 eV.

---

Version 4
DFT (ωB97M-V/def2-TZVPD) results for the molecule C2H4O2S.

```
! wB97M-V def2-TZVPD RIJCOSX def2/J DEFGRID3
* xyz 0 1
O 0.0675 0.1737 -2.1587
S -0.4883 0.3873 -0.8437
O -1.7085 1.0804 -0.6763
C -0.1105 -0.8779 0.2534
C 0.6471 0.4382 0.5386
H 0.3920 -1.6762 -0.2337
H -0.7333 -1.1106 1.0452
H 0.2240 0.9274 1.4408
H 1.7101 0.6576 0.6345
*
```

The value obtained for the HOMO energy is -10.39 eV. The molecular weight is 92.12 g/mol. The gap between HOMO and LUMO is 11.1 eV. The structure (SMILES) is O=S1(=O)CC1.

---

Which of them is least stable? Easy: version 2.

---

Version 1
DFT (ωB97M-V/def2-TZVPD) results for a cluster of 3 separate species, C2H4O2S in total.

```
! wB97M-V def2-TZVPD RIJCOSX def2/J DEFGRID3
* xyz 0 1
C 0.2641 0.2004 0.4947
C 0.0930 -1.1955 0.0261
O -1.8175 1.8556 0.2139
O -0.0581 1.3087 0.5689
S 3.0023 -0.2746 -1.2332
H -0.1512 -1.8818 0.8253
H 1.0335 -1.4442 -0.4620
H -0.7259 -1.4145 -0.6882
H -1.6402 2.8457 0.2545
*
```

The value obtained for the HOMO energy (spin up / spin down) is -7.91 / -7.86 eV. The molecular weight is 92.12 g/mol. The gap between HOMO and LUMO (spin up / spin down) is 4.5 / 4.4 eV.

---

Version 2
DFT (ωB97M-V/def2-TZVPD) results for the molecule C2H4O2S.

```
! wB97M-V def2-TZVPD RIJCOSX def2/J DEFGRID3
* xyz 0 1
O -0.3673 1.4085 -0.1965
C -0.3183 0.1397 0.2769
S -1.9095 -0.6095 0.2164
C 1.0408 -0.7207 0.0140
O 0.5805 -0.1186 1.2736
H 0.4113 1.9395 -0.0512
H -2.1235 0.0761 -0.9352
H 0.8480 -1.8029 -0.1993
H 1.8380 -0.3121 -0.3987
*
```

The value obtained for the HOMO energy is -9.02 eV. The molecular weight is 92.12 g/mol. The gap between HOMO and LUMO is 9.7 eV. The structure (SMILES) is O[C@@]1(S)CO1.

---

Which of them is least stable? Easy: version 1.

---

Version 1
DFT (ωB97M-V/def2-TZVPD) results for a cluster of 2 separate species, C6H13O2 in total.

```
! wB97M-V def2-TZVPD RIJCOSX def2/J DEFGRID3
* xyz -1 1
C -0.2834 2.8624 1.6841
C 1.0265 2.1193 1.7124
O 1.8298 2.1860 2.6922
O 1.1781 1.5519 0.6837
H -0.2866 3.7645 1.2087
H -0.7352 2.7857 2.6877
H -0.8807 2.1532 1.2250
C 0.1130 -0.9796 -0.7440
C -0.7571 -1.4979 0.5064
C 1.1336 -1.9491 -1.3614
C -0.9513 -0.5009 -1.7400
H 0.5641 -0.1073 -0.2639
H -0.0161 -2.1025 1.1248
H 1.3207 -2.8250 -0.7654
H 0.9573 -2.2244 -2.4424
H 2.1423 -1.3639 -1.2088
H -1.2389 0.5259 -1.6541
H -0.4634 -0.5919 -2.7115
H -1.5503 -1.9502 0.0616
H -1.2658 -0.7683 1.0535
H -1.8366 -1.0881 -1.7485
*
```

The value obtained for the HOMO energy is -3.82 eV. The molecular weight is 117.17 g/mol. The gap between HOMO and LUMO is 7.4 eV.

---

Version 2
DFT (ωB97M-V/def2-TZVPD) results for a cluster of 2 separate species, C6H13O2 in total.

```
! wB97M-V def2-TZVPD RIJCOSX def2/J DEFGRID3
* xyz -1 1
C 0.3191 1.4708 1.7336
C -0.9242 0.9595 2.4533
C -0.0285 2.2857 0.4781
H 0.9320 2.0490 2.4090
H 0.8954 0.6160 1.4047
H -1.6924 1.7289 2.5008
H -0.7071 0.5605 3.4418
H 0.3171 1.8001 -0.4404
H -1.1037 2.3619 0.3329
H -1.3271 0.1067 1.9160
H 0.3277 3.3185 0.5155
C 0.4130 -1.2120 -1.3496
C 0.4567 -2.7254 -1.0985
C -0.0850 -0.8814 -2.7917
O -0.9897 -1.6058 -3.2522
O 0.4993 0.0977 -3.3132
H -0.1053 -0.7244 -0.5197
H 1.4471 -0.8541 -1.3194
H 1.1821 -3.1608 -1.7801
H -0.5194 -3.1819 -1.2565
H 0.6931 -3.0093 -0.0644
*
```

The value obtained for the HOMO energy is -3.91 eV. The molecular weight is 117.17 g/mol. The gap between HOMO and LUMO is 7.4 eV.

---

Which of them is least stable? Easy: version 1.

---

Version 1
DFT (ωB97M-V/def2-TZVPD) results for a cluster of 14 separate species, H28O14 in total.

```
! wB97M-V def2-TZVPD RIJCOSX def2/J DEFGRID3
* xyz 0 1
O 2.9610 -0.3825 0.5426
H 3.1150 0.2575 1.2606
H 2.0920 -0.1675 0.1806
O 1.0860 2.2905 1.5496
H 1.4790 2.6145 0.7566
H 0.3910 2.9135 1.8066
O -1.2790 -2.3965 1.1166
H -2.2310 -2.4045 0.9196
H -1.1900 -2.1205 2.0466
O -0.3530 -3.2565 -1.3324
H -0.7150 -2.6585 -0.6744
H -0.9070 -3.1305 -2.1434
O -1.5480 3.2815 1.2626
H -1.9380 4.1045 1.0186
H -1.4890 2.8915 0.4146
O -2.6820 -0.8255 -1.5184
H -3.4080 -1.4385 -1.5354
H -2.4390 -0.6275 -0.5694
O 0.4810 -0.0415 -0.2674
H 0.4300 0.9115 -0.4194
H -0.0680 -0.1535 0.5136
O -0.0250 0.0645 2.5446
H 0.6450 -0.5945 2.7806
H 0.3590 0.8185 2.0546
O 2.3330 -2.4375 -1.6864
H 1.3860 -2.4265 -1.7064
H 2.5320 -2.6475 -0.7744
O 1.5360 -2.8545 1.5026
H 1.8550 -3.6895 1.1366
H 0.7070 -2.7305 1.1766
O -2.5710 0.0735 1.1146
H -3.3640 0.2905 1.6316
H -2.1530 -0.5625 1.6456
O 0.5970 -0.0175 -3.0024
H 0.4320 -0.1015 -2.0684
H 0.9410 0.8535 -3.1334
O 2.1620 2.9845 -0.8944
H 2.1190 2.6915 -1.8194
H 1.5690 3.7065 -0.7804
O -0.8260 2.1335 -1.2144
H -1.5840 1.9105 -1.7304
H -0.4400 2.8745 -1.7054
*
```

The value obtained for the HOMO energy is -9.47 eV. The molecular weight is 252.21 g/mol. The gap between HOMO and LUMO is 8.9 eV.

---

Version 2
DFT (ωB97M-V/def2-TZVPD) results for a cluster of 14 separate species, H28O14 in total.

```
! wB97M-V def2-TZVPD RIJCOSX def2/J DEFGRID3
* xyz 0 1
H 0.1101 -1.1928 0.4392
H -0.7679 -0.0432 -0.3654
H 0.0992 4.4431 -0.4879
H 0.3366 3.7761 0.9928
H 1.9981 -2.8677 -2.4021
H 1.4465 -2.5034 -1.1876
H 5.0422 -1.1903 0.6055
H 4.8497 -2.5640 1.1756
H -4.2699 -0.1728 0.8006
H -2.7671 -0.6018 1.0522
H 2.8397 3.4257 -0.4594
H 1.4999 3.0538 -0.8509
H -3.2055 2.5557 1.3463
H -3.2263 3.3167 2.6854
H 3.8263 1.0768 -2.6079
H 2.7786 0.1495 -3.0461
H 1.2056 0.9467 1.4069
H 1.6718 -0.4408 0.9490
H -3.9477 -3.6899 0.6486
H -4.6504 -3.9914 1.9132
H 2.4328 0.9022 3.4540
H 2.7780 -0.5775 3.5854
H -2.0159 3.2820 -2.8385
H -0.7940 2.5054 -2.0754
H -4.3551 -1.7363 -2.2444
H -5.7550 -1.6441 -1.8221
H 2.3493 -4.6832 -0.2876
H 3.5240 -3.8096 -0.4586
O -0.7477 -0.9249 -0.0058
O 0.0870 4.5796 0.4369
O 1.7326 -2.0566 -2.0273
O 4.4154 -1.6893 1.1088
O -3.5910 -0.8854 0.6630
O 1.9908 3.7946 -0.7800
O -3.2255 2.4675 2.2533
O 3.4793 0.1763 -2.4608
O 1.6856 0.5237 0.7342
O -4.2833 -3.2424 1.4057
O 2.2367 0.0918 3.9469
O -1.6677 2.4203 -2.5776
O -5.0471 -1.1866 -2.2501
O 2.5558 -3.7842 -0.4373
*
```

The value obtained for the HOMO energy is -9.98 eV. The molecular weight is 252.21 g/mol. The gap between HOMO and LUMO is 9.8 eV.

---

Which of them is least stable? Easy: version 2.